Here is C34H60AlBCaCsF4N4O17S2 as an isolated structure from the Open Molecules 2025 dataset. Energies are from ωB97M-V/def2-TZVPD.

The geometry in XYZ format:
```
125
Properties=species:S:1:pos:R:3:forces:R:3
C 3.47634 -3.10041 -0.34585 0.29 0.31 -0.11
O 4.79110 -3.53288 -0.11622 0.02 -0.32 0.03
C 5.75777 -2.86426 -0.89944 -0.17 0.18 -0.18
C 5.92855 -1.41078 -0.52506 0.37 0.86 -0.05
C 7.06240 -0.71288 -1.29083 -0.73 -0.25 -0.06
C 6.78538 -0.68715 -2.78998 0.65 -0.10 0.40
C 7.91430 -0.04899 -3.63196 -0.72 -0.37 -0.32
C 7.48550 1.26240 -4.28574 0.39 0.34 0.43
C 7.67369 2.50255 -3.40145 -0.37 0.16 -0.16
C 6.70298 2.54495 -2.20567 0.33 0.44 -0.51
C 5.89623 3.84699 -2.05603 -0.12 -0.70 -0.05
C 4.55060 3.48531 -1.39985 0.81 0.50 0.56
N 3.35468 3.98905 -2.09217 -0.22 0.42 -0.36
N 3.28596 4.29449 -3.37985 -0.20 -0.07 -0.30
N 2.09885 4.69379 -3.70807 -0.20 -0.06 0.20
N 1.35307 4.68380 -2.62350 0.23 -0.35 -0.62
C 2.12418 4.23811 -1.62357 0.05 -0.20 0.69
S 1.65095 3.99077 0.03328 -0.15 0.17 0.13
C 1.55647 2.16444 0.00098 0.06 0.76 -0.54
C 0.16936 1.60329 -0.21830 -0.57 -0.80 0.24
O -0.15740 0.65127 0.40031 -0.08 -0.25 0.10
O -0.77021 2.23407 -1.02655 0.69 0.47 0.23
C -0.79865 2.13344 -2.40290 -0.73 0.97 -0.53
C -1.51605 0.92917 -2.93578 0.90 -1.96 -0.62
C -0.72847 -0.36354 -2.71142 0.00 0.64 0.44
O -1.57614 1.13091 -4.39551 0.46 0.73 0.88
C -2.76471 0.60544 -4.96079 -0.89 0.43 -0.53
O -3.48567 1.40186 -5.46544 0.17 0.26 -0.17
C -3.05957 -0.86979 -4.99470 0.23 -0.32 -0.04
S -1.86548 -1.79342 -6.00827 0.19 0.09 -0.18
H 3.19426 -2.32697 0.37299 -0.21 -0.04 0.16
H 3.37591 -2.65837 -1.34494 -0.03 -0.08 -0.17
H 2.80477 -3.95078 -0.28176 -0.10 -0.07 0.19
H 6.71020 -3.38077 -0.81264 0.06 -0.13 0.29
H 5.44833 -2.92660 -1.94929 -0.03 -0.10 -0.10
H 5.02694 -0.81971 -0.74713 -0.33 -0.21 0.02
H 6.11580 -1.27948 0.53876 0.02 -0.33 0.18
H 7.08034 0.31648 -0.94276 0.40 0.07 0.25
H 8.00186 -1.20173 -1.06495 0.33 -0.06 0.05
H 5.83990 -0.15690 -2.94207 -0.16 -0.04 -0.21
H 6.62250 -1.70692 -3.12165 -0.01 -0.09 -0.17
H 8.15719 -0.76661 -4.41189 0.15 0.06 -0.18
H 8.82647 0.06877 -3.05263 0.05 0.12 0.18
H 6.42142 1.19673 -4.53250 -0.07 -0.04 -0.26
H 8.02927 1.44371 -5.20999 0.07 -0.09 -0.12
H 8.69859 2.57794 -3.05190 0.16 0.00 -0.06
H 7.48135 3.37025 -4.03764 0.14 0.20 0.00
H 7.26185 2.38271 -1.29201 -0.21 -0.34 0.24
H 5.97052 1.76287 -2.37278 0.09 -0.36 0.28
H 5.78534 4.29667 -3.04206 -0.07 0.21 -0.07
H 6.40123 4.55628 -1.41114 0.08 0.28 -0.13
H 4.51693 3.91345 -0.40207 -0.34 0.07 0.11
H 4.45769 2.40994 -1.27977 -0.22 -0.18 -0.22
H 4.03019 4.22377 -4.07030 0.29 -0.05 0.23
H 1.89686 1.79803 0.96152 0.05 -0.04 0.15
H 2.26097 1.82305 -0.75232 -0.02 -0.35 -0.06
H -1.41487 2.99944 -2.74386 0.15 0.07 0.49
H 0.21013 2.22909 -2.88360 0.12 -0.46 0.51
H -2.50961 0.85099 -2.50499 -0.32 0.18 -0.06
H -0.84284 -1.02687 -3.55626 -0.18 -0.19 0.01
H 0.33408 -0.11958 -2.65923 0.19 -0.17 0.10
H -1.04196 -0.82987 -1.78413 0.11 -0.22 0.09
H -4.00834 -0.95162 -5.50848 -0.21 0.15 0.02
H -3.20317 -1.33558 -4.02566 0.15 0.18 0.25
H -1.35042 -2.58208 -5.06129 -0.03 -0.01 0.14
C -1.74331 6.53549 -5.00532 -1.02 -0.13 -0.74
O -1.13251 6.92411 -6.06643 0.41 -0.38 0.08
H -1.04479 5.88383 -4.26492 0.66 -1.12 0.71
H -2.13914 7.28743 -4.28745 0.42 0.01 0.16
H -2.62331 5.83956 -5.13286 0.07 -0.14 -0.10
C 2.07780 -6.38630 3.79125 -0.27 0.09 0.07
C 2.81037 -5.10601 3.45656 0.28 -0.36 0.01
O 1.90093 -4.00897 3.22697 0.00 0.09 -0.13
C 1.35465 -3.47812 4.31271 0.02 -0.13 -0.07
O 1.55044 -3.80677 5.45090 0.00 0.03 0.09
O 0.52478 -2.49771 3.92495 -0.04 0.11 -0.01
C -0.19492 -1.89589 5.00260 -0.08 0.12 0.02
H 1.34785 -6.62185 3.01519 0.08 -0.04 -0.06
H 2.78420 -7.21133 3.87234 0.03 0.01 -0.03
H 1.54140 -6.29912 4.73471 0.08 0.01 0.05
H 3.36081 -5.22035 2.52543 -0.06 0.17 -0.07
H 3.52568 -4.83620 4.23148 -0.10 0.09 0.08
H 0.48189 -1.54978 5.78023 0.02 -0.08 0.04
H -0.91111 -2.60122 5.42036 0.06 -0.03 0.07
H -0.72842 -1.04775 4.58180 0.02 -0.03 -0.11
B -6.27853 1.71379 0.22295 -0.16 -0.12 -0.37
O -6.63656 1.18098 1.58391 0.24 0.54 -0.52
C -6.63048 2.17186 2.41667 0.17 -1.61 0.28
O -6.87940 2.09756 3.60056 1.37 -2.23 -0.93
C -6.25876 3.44699 1.68972 0.54 1.18 -0.88
O -6.16789 4.53589 2.20397 0.15 -0.13 -0.06
O -6.05993 3.18595 0.42800 -0.09 -0.82 0.31
O -5.06699 1.06333 -0.30413 -0.17 0.12 0.00
C -5.37334 0.47902 -1.45213 0.15 -0.10 0.13
O -4.61680 -0.14236 -2.14587 0.37 0.11 -0.18
C -6.86055 0.73249 -1.74391 -0.39 0.03 -0.05
O -7.45945 0.35064 -2.69529 0.06 -0.02 -0.06
O -7.34260 1.46069 -0.73324 0.31 0.00 0.13
C -7.69254 -1.66875 3.21247 0.00 -0.12 0.05
C -8.81447 -2.51020 3.81261 0.02 0.07 -0.08
C -9.95910 -1.67569 4.38324 -0.03 -0.01 0.02
C -9.57356 -0.75622 5.54347 0.04 0.07 -0.01
C -8.95018 -1.46318 6.74611 -0.11 0.01 0.07
C -9.88422 -2.47243 7.40779 0.12 0.01 -0.01
H -7.22012 -1.02820 3.95940 -0.01 0.03 -0.02
H -6.91472 -2.30763 2.79142 0.02 0.02 -0.02
H -8.07123 -1.03232 2.41081 0.00 0.04 0.01
H -8.40788 -3.17194 4.58165 -0.02 0.00 0.02
H -9.21847 -3.16163 3.03418 -0.01 -0.04 0.02
H -10.75985 -2.34637 4.70390 -0.01 0.01 0.02
H -10.38631 -1.06408 3.58174 0.01 -0.01 -0.02
H -10.47164 -0.22242 5.87259 -0.01 -0.02 0.03
H -8.87858 0.01443 5.19101 0.01 -0.03 -0.06
H -8.67061 -0.70733 7.48533 0.04 0.00 0.00
H -8.02174 -1.96022 6.45292 0.01 0.02 -0.03
H -10.80155 -1.98825 7.74798 -0.03 -0.02 -0.02
H -9.40560 -2.92814 8.27477 -0.03 -0.01 0.02
H -10.15780 -3.27719 6.72482 -0.02 0.00 0.00
Cs -7.93642 4.09381 4.25708 -2.27 3.11 2.07
Ca -0.35066 3.42139 -4.71321 -1.29 1.55 -0.84
F 9.25866 -3.00987 -0.14412 -0.13 0.12 0.01
Al 10.00417 -3.04467 1.39875 0.02 -0.02 -0.01
F 11.66607 -3.20417 1.22230 0.08 0.04 -0.10
F 9.37960 -4.32732 2.28727 -0.13 -0.06 0.00
F 9.64101 -1.58292 2.17264 -0.13 0.13 -0.09
```
Positions in Å, forces in eV/Å.

## Properties
- M (g/mol) = 1147.8
- max |F| (eV/Å) = 4.371
- orbital gap (eV) = 3.558
- net charge = +1

Löwdin population analysis, charges in e, atoms 1 to 4:
1 C -0.132
2 O -0.167
3 C -0.224
4 C -0.180